Entry 1:
The following is a DFT calculation (ωB97M-V/def2-TZVPD) of C36H57AsBF4GeIrN6OS2Si3 as an isolated structure at a distorted geometry.

Calculated values
Lowest unoccupied orbital energy (spin up / spin down), eV: -0.287 / -1.893
Energy relative to the best compared isomer or geometry (same formula, charge and spin), kcal per mole: 0.00

Geometry as ORCA input:
```
! RIJCOSX wB97M-V def2-TZVPD def2/J DEFGRID3
* xyz 0 5
Ir 0.26 0.23 -0.28
S 1.54 -3.28 6.21
N 2.57 -2.86 5.02
C 1.85 -2.39 4.03
C 2.36 -1.90 2.78
C 3.68 -1.98 2.38
C 4.07 -1.46 1.15
C 3.13 -0.81 0.38
N 1.86 -0.68 0.75
C 1.42 -1.29 1.90
C 0.04 -1.31 2.15
N -0.79 -0.77 1.18
C -2.11 -0.87 1.34
C -2.69 -1.44 2.46
C -1.87 -1.93 3.48
C -0.51 -1.89 3.33
C 0.44 -2.38 4.31
N 0.14 -2.86 5.50
H 4.39 -2.46 3.05
H 5.08 -1.57 0.78
H 3.41 -0.36 -0.57
H -2.72 -0.48 0.54
H -3.77 -1.47 2.53
H -2.29 -2.36 4.38
C -3.92 0.95 -3.23
Ge -2.56 1.59 -1.96
C -1.55 3.10 -2.75
C -3.50 2.19 -0.32
C -1.29 0.20 -1.53
H -4.64 1.74 -3.42
H -4.44 0.08 -2.83
H -3.46 0.67 -4.18
H -2.19 3.93 -3.05
H -1.00 2.75 -3.62
H -0.82 3.46 -2.01
H -4.04 3.12 -0.48
H -2.79 2.32 0.50
H -4.23 1.43 -0.02
H -1.44 -0.76 -2.04
F 1.44 -3.55 -3.01
B 1.33 -3.10 -1.70
F 1.05 -1.65 -1.80
F 0.25 -3.66 -1.02
F 2.52 -3.25 -1.00
C 2.51 -1.89 -6.95
C 2.45 -1.77 -5.43
C 1.43 -0.69 -5.05
N 1.55 -0.22 -3.67
C 1.90 0.97 -3.27
S 1.60 1.54 -1.70
N 2.47 1.93 -4.09
C 3.60 1.81 -4.92
O 4.04 0.75 -5.28
C 4.22 3.12 -5.25
C 3.51 4.32 -5.29
C 4.17 5.51 -5.56
C 5.54 5.52 -5.75
C 6.25 4.33 -5.74
C 5.59 3.14 -5.51
H 3.17 -2.71 -7.25
H 2.90 -0.97 -7.38
H 1.52 -2.08 -7.38
H 3.43 -1.49 -5.06
H 2.16 -2.72 -4.97
H 0.42 -1.10 -5.16
H 1.53 0.17 -5.71
H 1.26 -0.87 -2.93
H 2.37 2.85 -3.69
H 2.43 4.33 -5.17
H 3.60 6.43 -5.62
H 6.05 6.46 -5.92
H 7.32 4.33 -5.91
H 6.12 2.19 -5.52
C -2.01 5.63 -0.42
Si -1.36 5.14 1.28
C -0.45 6.66 1.96
C -2.85 4.87 2.41
As 0.03 3.17 1.19
Si 0.04 2.73 3.54
C -1.57 1.84 3.96
C 0.21 4.27 4.64
C 1.51 1.63 3.97
Si 2.15 4.20 0.81
C 2.07 5.05 -0.89
C 3.46 2.85 0.99
C 2.72 5.55 2.01
H -2.56 6.58 -0.35
H -2.69 4.88 -0.82
H -1.20 5.77 -1.14
H -1.18 7.42 2.26
H 0.20 7.10 1.21
H 0.15 6.41 2.83
H -3.61 5.63 2.23
H -2.57 4.93 3.46
H -3.32 3.89 2.25
H -2.39 2.54 4.13
H -1.45 1.24 4.86
H -1.86 1.17 3.15
H -0.61 4.97 4.49
H 1.14 4.79 4.43
H 0.22 3.98 5.69
H 1.44 0.68 3.44
H 1.53 1.40 5.04
H 2.46 2.09 3.70
H 1.45 4.48 -1.59
H 3.07 5.16 -1.33
H 1.63 6.04 -0.80
H 3.03 1.85 0.98
H 3.99 2.97 1.94
H 4.20 2.89 0.19
H 2.28 6.53 1.79
H 3.81 5.65 1.95
H 2.48 5.30 3.04
*
```

---

Entry 2:
The following is a DFT calculation (ωB97M-V/def2-TZVPD) of a 4-piece molecular cluster, C7H11Br9O2S overall at a distorted geometry.

Calculated values
SMILES: O=S1(=O)CCCC1.BrC(Br)Br.BrC(Br)Br.BrC(Br)Br
Lowest unoccupied orbital energy, eV: -0.862
Energy relative to the best compared isomer or geometry (same formula, charge and spin), kcal per mole: 37.73

Geometry as ORCA input:
```
! RIJCOSX wB97M-V def2-TZVPD def2/J DEFGRID3
* xyz 0 1
O -1.78 2.85 -2.85
S -0.62 2.41 -2.13
O -0.15 2.92 -0.85
C -0.81 0.55 -2.05
C 0.43 -0.19 -2.76
C 0.70 0.70 -4.03
C 0.75 2.15 -3.38
H -1.68 0.30 -2.66
H -1.23 0.41 -1.06
H 1.33 -0.15 -2.15
H 0.41 -1.25 -3.01
H -0.13 0.61 -4.74
H 1.55 0.37 -4.62
H 0.93 3.01 -4.01
H 1.55 2.32 -2.66
Br 3.68 -2.34 6.89
C 3.31 -3.19 5.05
Br 2.06 -2.04 4.01
Br 2.59 -5.02 5.30
H 4.22 -3.26 4.46
Br -5.19 1.09 1.92
C -3.43 1.74 2.58
Br -3.59 2.54 4.38
Br -2.60 3.07 1.32
H -2.78 0.86 2.53
Br 1.39 -0.63 0.78
C 0.15 -2.16 0.97
Br 0.27 -3.63 -0.34
Br -1.71 -1.50 1.13
H 0.38 -2.54 1.97
*
```

---

Entry 3:
The following is a DFT calculation (ωB97M-V/def2-TZVPD) of C4H7NO in the gas phase.

Calculated values
SMILES: C/N=C/[C@H]1CO1
Lowest unoccupied orbital energy, eV: 1.140
Energy relative to the best compared isomer or geometry (same formula, charge and spin), kcal per mole: 61.38

Geometry as ORCA input:
```
! RIJCOSX wB97M-V def2-TZVPD def2/J DEFGRID3
* xyz 0 1
C 2.09 0.96 0.01
N 0.70 0.63 0.23
C 0.15 -0.17 -0.58
C -1.30 -0.52 -0.46
C -1.88 -0.77 0.86
O -2.13 0.44 0.17
H 2.15 1.86 -0.61
H 2.66 0.16 -0.50
H 2.57 1.19 0.96
H 0.70 -0.65 -1.42
H -1.74 -1.00 -1.33
H -2.74 -1.44 0.96
H -1.23 -0.68 1.73
*
```

---

Entry 4:
The following is a DFT calculation (ωB97M-V/def2-TZVPD) of C9H8N2O4Tm as an isolated structure at a distorted geometry.

Calculated values
Lowest unoccupied orbital energy (spin up / spin down), eV: -15.973 / -15.953

Geometry as ORCA input:
```
! RIJCOSX wB97M-V def2-TZVPD def2/J DEFGRID3
* xyz 3 3
Tm 0.02 -0.11 0.00
O 1.84 -0.92 2.40
C 1.18 -0.66 1.52
C -1.14 0.61 -1.42
O -1.81 1.07 -2.22
C -1.59 -0.70 1.02
O -2.49 -0.99 1.61
C 1.63 0.41 -1.04
O 2.54 0.74 -1.61
C 0.53 -4.88 -1.88
H 1.64 -4.94 -1.97
H 0.14 -5.46 -1.01
C -0.23 -4.47 -2.84
H -1.33 -4.66 -2.86
H 0.18 -4.14 -3.83
N -0.72 3.06 0.48
C -0.56 4.10 1.32
C 0.22 3.68 2.40
C 0.53 2.32 2.17
N -0.05 1.91 0.97
H -1.23 3.03 -0.38
H -0.96 5.05 1.16
H 0.54 4.25 3.24
H 1.10 1.68 2.78
*
```

---

Entry 5:
The following is a DFT calculation (ωB97M-V/def2-TZVPD) of a 12-piece molecular cluster, C41H72Cl2O33 overall at a distorted geometry.

Calculated values
SMILES: CCOC(=O)OC.CCOC(=O)OC.CCOC(=O)OC.CCOC(=O)OC.CCOC(=O)OC.CCOC(=O)OC.O=C1OCCO1.O=C1OCCO1.O=C1OCCO1.O=C1OCCO1.O=C1OCCO1.ClCCCl
Lowest unoccupied orbital energy, eV: 0.129

Geometry as ORCA input:
```
! RIJCOSX wB97M-V def2-TZVPD def2/J DEFGRID3
* xyz 0 1
C -1.54 8.00 -4.14
C -2.59 7.14 -3.42
O -2.36 5.74 -3.57
C -1.32 5.22 -2.96
O -0.67 5.69 -2.05
O -1.11 4.00 -3.49
C -0.27 3.13 -2.74
H -0.55 7.59 -3.93
H -1.45 8.98 -3.67
H -1.78 8.22 -5.18
H -3.52 7.31 -3.95
H -2.62 7.44 -2.38
H -0.04 2.22 -3.29
H -0.74 2.83 -1.80
H 0.70 3.60 -2.59
C -5.89 1.69 2.34
C -5.90 0.30 2.90
O -6.12 -0.70 1.90
C -5.18 -1.07 1.06
O -4.05 -0.65 1.00
O -5.70 -1.98 0.26
C -4.83 -2.71 -0.62
H -4.92 1.88 1.86
H -6.03 2.43 3.13
H -6.66 1.94 1.60
H -6.70 0.10 3.61
H -4.96 0.10 3.42
H -4.35 -3.46 0.01
H -4.09 -2.07 -1.11
H -5.46 -3.25 -1.32
C 3.08 1.30 -2.99
C 3.85 1.31 -1.67
O 4.45 0.03 -1.42
C 4.61 -0.36 -0.16
O 4.44 0.29 0.85
O 4.96 -1.63 -0.17
C 5.08 -2.31 1.08
H 3.75 1.44 -3.84
H 2.43 2.17 -3.04
H 2.59 0.34 -3.13
H 3.15 1.54 -0.87
H 4.68 2.02 -1.68
H 5.32 -3.35 0.91
H 4.12 -2.26 1.59
H 5.81 -1.84 1.74
C 4.97 4.88 0.89
C 3.73 4.11 0.49
O 2.58 4.79 0.99
C 1.37 4.30 0.76
O 1.13 3.26 0.19
O 0.51 5.11 1.32
C -0.89 4.87 1.21
H 5.87 4.41 0.49
H 5.14 4.89 1.97
H 4.98 5.88 0.45
H 3.78 3.11 0.92
H 3.66 3.95 -0.59
H -1.13 4.70 0.17
H -1.45 5.62 1.76
H -1.19 3.94 1.70
C 1.45 -0.16 2.22
C 0.74 0.24 0.93
O 0.33 -0.92 0.23
C -0.31 -0.85 -0.96
O -0.62 0.14 -1.57
O -0.40 -2.12 -1.35
C -1.18 -2.49 -2.48
H 0.73 -0.65 2.88
H 1.98 0.64 2.72
H 2.18 -0.94 2.01
H 1.49 0.82 0.38
H -0.09 0.90 1.20
H -2.18 -2.74 -2.13
H -0.83 -3.44 -2.89
H -1.10 -1.80 -3.31
C 3.81 -0.94 4.75
C 4.57 -1.38 5.96
O 5.10 -2.70 5.73
C 5.74 -3.28 6.74
O 5.50 -3.18 7.92
O 6.65 -4.10 6.24
C 7.29 -5.06 7.07
H 3.71 0.14 4.67
H 2.83 -1.39 4.60
H 4.37 -1.17 3.83
H 4.04 -1.35 6.91
H 5.44 -0.74 6.09
H 6.65 -5.55 7.80
H 8.12 -4.56 7.57
H 7.74 -5.76 6.36
O -0.85 -3.33 5.73
C -0.85 -3.07 4.57
O -1.45 -2.02 3.96
C -1.73 -2.31 2.61
C -0.59 -3.32 2.34
O -0.26 -3.82 3.63
H -2.72 -2.73 2.42
H -1.57 -1.48 1.93
H 0.31 -2.83 1.97
H -0.85 -4.14 1.67
O -6.16 1.10 -4.12
C -5.37 1.35 -3.28
O -4.89 0.54 -2.32
C -4.11 1.30 -1.40
C -3.81 2.56 -2.16
O -4.84 2.59 -3.12
H -4.64 1.45 -0.47
H -3.17 0.80 -1.16
H -2.84 2.47 -2.66
H -3.84 3.44 -1.52
O 1.99 -5.02 -4.80
C 2.47 -4.50 -3.83
O 1.81 -3.82 -2.89
C 2.73 -3.17 -2.04
C 3.98 -4.04 -2.22
O 3.79 -4.54 -3.55
H 2.82 -2.13 -2.36
H 2.43 -3.18 -0.99
H 4.06 -4.94 -1.61
H 4.85 -3.46 -1.90
O -1.74 2.77 -6.71
C -1.57 1.85 -6.00
O -2.52 1.25 -5.21
C -2.02 -0.01 -4.78
C -0.53 0.04 -5.11
O -0.39 1.25 -5.84
H -2.21 -0.09 -3.71
H -2.49 -0.85 -5.29
H -0.25 -0.80 -5.74
H 0.02 0.04 -4.17
O -2.61 -4.84 -0.72
C -2.88 -5.49 -1.69
O -4.10 -5.96 -1.93
C -4.24 -6.39 -3.28
C -2.78 -6.47 -3.75
O -2.06 -5.79 -2.70
H -4.77 -7.34 -3.31
H -4.81 -5.61 -3.78
H -2.63 -6.10 -4.76
H -2.47 -7.51 -3.70
Cl 0.37 3.33 4.50
C -0.34 1.70 4.54
C -1.64 1.69 5.33
Cl -2.93 2.40 4.27
H 0.42 1.07 5.00
H -0.46 1.33 3.53
H -1.59 2.34 6.20
H -1.93 0.66 5.50
*
```

---

Entry 6:
The following is a DFT calculation (ωB97M-V/def2-TZVPD) of a 4-piece molecular cluster, C6H16O2 overall at a distorted geometry.

Calculated values
Lowest unoccupied orbital energy (spin up / spin down), eV: -7.033 / -8.372
Energy relative to the best compared isomer or geometry (same formula, charge and spin), kcal per mole: 127.91

Geometry as ORCA input:
```
! RIJCOSX wB97M-V def2-TZVPD def2/J DEFGRID3
* xyz 1 2
C 0.76 -2.74 0.16
C 0.74 -1.93 -1.17
C 0.17 -0.53 -1.06
C -0.47 -0.31 0.36
C 0.37 -0.02 1.45
C -1.81 -0.72 0.25
H 1.43 -2.06 0.68
H -0.32 -2.55 0.62
H 1.06 -3.80 0.09
H 0.29 -2.41 -2.01
H 1.82 -1.84 -1.46
H -0.55 -0.21 -1.71
H 1.02 0.16 -1.27
H 0.01 -0.24 2.39
H 1.40 0.16 1.18
H -2.32 -2.54 -0.13
H -2.56 -0.41 -0.68
H -2.33 -0.90 1.20
H 1.65 2.01 0.78
H 2.48 3.18 0.47
O 1.54 2.89 0.62
H -1.49 1.68 -0.54
H -0.66 2.97 -0.07
O -1.48 2.64 -0.56
*
```